No. 1
DFT (ωB97M-V/def2-TZVPD) results for C6H13N3O5Pd as an isolated structure at a distorted geometry.

Structure (XYZ):
```
28
Properties=species:S:1:pos:R:3:lowdin_charge:R:1
Pd 0.807 0.533 -0.102 1.05
O -1.527 2.380 -0.052 -0.07
C -2.296 1.295 0.421 -0.24
C -2.054 -0.022 -0.297 -0.14
N -0.730 -0.670 -0.088 -0.29
C -0.438 -1.562 -1.249 -0.09
C 0.105 -0.738 -2.438 -0.65
O 0.022 -1.201 -3.552 0.07
O 0.621 0.412 -2.108 -0.16
C -0.657 -1.344 1.249 -0.06
C 0.060 -0.515 2.340 -0.64
O -0.115 -0.833 3.493 0.07
O 0.823 0.448 1.909 -0.16
H -1.626 2.451 -1.008 0.09
H -2.089 1.203 1.488 0.13
H -3.367 1.500 0.308 0.13
H -2.812 -0.742 0.028 0.13
H -2.180 0.130 -1.371 0.13
H 0.335 -2.271 -0.957 0.13
H -1.331 -2.114 -1.550 0.13
H -1.654 -1.601 1.605 0.13
H -0.087 -2.265 1.140 0.13
N 2.765 1.457 0.156 -0.10
N 3.454 0.187 0.047 -0.06
H 3.360 2.164 -0.259 0.10
H 2.628 1.634 1.150 0.08
H 4.273 0.013 0.620 0.08
H 3.712 0.072 -0.923 0.07
```

Values from the calculation:
* Kohn-Sham gap: 9.397 eV
* largest force on an atom: 1.3 eV/A
* calculated total energy: -904.75919 Ha
* M: 313.606 Da
* LUMO level: 0.182 eV

No. 2
DFT (ωB97M-V/def2-TZVPD) results for a 2-piece molecular cluster, C2H7NO4P overall at a distorted geometry.

Structure (XYZ):
```
15
Properties=species:S:1:pos:R:3:lowdin_charge:R:1
C 1.319 0.421 -0.952 -0.18
C -0.620 -1.000 -0.230 -0.62
N 0.550 -0.801 -0.917 -0.05
O -2.663 0.358 1.360 -0.18
O -1.872 1.510 -0.832 -0.30
O -3.095 -0.480 -0.790 -0.12
O -0.998 -2.125 0.094 -0.06
P -1.940 0.306 -0.045 0.33
H 1.109 1.114 -1.832 0.08
H 1.062 0.989 -0.127 -0.05
H 2.430 0.208 -1.122 0.09
H 0.192 0.377 1.620 -0.08
H 1.069 -1.741 -0.880 0.16
H -3.308 -1.154 -0.239 -0.01
H -1.886 0.670 1.863 -0.02
```

Values from the calculation:
* Kohn-Sham gap: 6.897 eV
* largest force on an atom: 4.6 eV/A
* calculated total energy: -777.51874 Ha
* M: 140.055 Da
* charge: -1
* LUMO level: 3.992 eV

No. 3
DFT (ωB97M-V/def2-TZVPD) results for a 3-piece molecular cluster, CH8O2S overall at a distorted geometry.

Structure (XYZ):
```
12
Properties=species:S:1:pos:R:3:lowdin_charge:R:1
C 1.827 -1.585 1.409 -0.54
S 0.509 -0.417 1.908 0.54
H 2.591 -1.015 0.730 0.05
H 2.253 -2.012 2.371 0.03
H 1.429 -2.387 0.746 0.02
H -0.143 -0.407 0.615 -0.10
H 1.155 2.468 -5.316 -0.06
H 1.056 1.267 -4.530 0.08
O 0.779 2.233 -4.558 -0.02
H -3.564 0.529 1.071 0.08
H -4.000 -0.055 -0.346 0.02
O -3.263 -0.008 0.267 -0.10
```

Values from the calculation:
* Kohn-Sham gap: 9.489 eV
* largest force on an atom: 6.4 eV/A
* calculated total energy: -591.51484 Ha
* M: 84.140 Da
* LUMO level: 0.728 eV
* SMILES: CS.O.O

No. 4
DFT (ωB97M-V/def2-TZVPD) results for C56H88AlO28 as an isolated structure at a distorted geometry.

Structure (XYZ):
```
173
Properties=species:S:1:pos:R:3:lowdin_charge:R:1
Al -3.965 -0.258 22.472 1.15
C 0.054 3.145 24.218 -0.03
C -1.351 3.315 23.438 -0.27
O -2.040 2.100 23.131 -0.14
H 0.436 4.123 24.509 0.08
H 0.788 2.631 23.598 0.06
H -0.009 2.634 25.179 0.05
H -1.113 3.876 22.534 0.13
H -2.014 4.002 23.964 0.09
C -4.346 -3.410 27.070 -0.05
C -5.024 -2.487 26.082 -0.35
O -4.292 -1.891 25.068 -0.08
H -4.992 -3.564 27.935 0.06
H -3.555 -2.897 27.616 0.07
H -3.957 -4.331 26.637 0.07
H -5.493 -1.675 26.638 0.12
H -5.877 -3.025 25.668 0.12
O -4.755 -3.130 21.626 0.00
C -4.568 -4.258 22.089 -0.42
O -4.608 -5.337 21.300 0.06
C -4.489 -6.523 22.089 -0.15
C -3.633 -6.089 23.171 -0.17
C -4.020 -4.662 23.456 -0.05
H -4.042 -7.249 21.410 0.14
H -5.435 -6.984 22.372 0.12
H -2.577 -6.199 22.925 0.13
H -3.826 -6.720 24.039 0.12
H -3.171 -4.002 23.635 0.12
H -4.717 -4.518 24.281 0.09
O -2.129 -9.499 27.193 0.09
C -3.160 -8.921 27.544 -0.45
O -4.353 -9.515 27.496 0.03
C -5.406 -8.739 28.051 -0.13
C -4.886 -7.288 28.067 -0.12
C -3.342 -7.453 27.931 -0.05
H -5.669 -9.217 28.994 0.14
H -6.188 -8.882 27.305 0.11
H -5.146 -6.746 28.976 0.10
H -5.198 -6.675 27.222 0.08
H -2.851 -7.256 28.884 0.11
H -3.100 -6.787 27.103 0.10
O -1.357 -1.228 23.564 0.01
C -0.149 -1.145 23.658 -0.50
O 0.422 -1.924 24.529 0.05
C 1.713 -1.529 24.699 -0.18
C 1.857 -0.213 23.972 -0.14
C 0.772 -0.246 22.903 -0.03
H 2.329 -2.311 24.255 0.15
H 1.946 -1.452 25.761 0.13
H 2.878 -0.182 23.592 0.13
H 1.773 0.649 24.633 0.11
H 1.218 -0.794 22.073 0.15
H 0.287 0.700 22.664 0.11
O -6.740 -1.360 22.867 0.04
C -7.808 -1.506 23.381 -0.46
O -8.645 -2.441 22.985 0.03
C -9.666 -2.674 23.927 -0.14
C -9.655 -1.472 24.841 -0.13
C -8.361 -0.749 24.634 -0.04
H -9.511 -3.645 24.396 0.11
H -10.590 -2.727 23.351 0.13
H -9.808 -1.836 25.857 0.11
H -10.424 -0.789 24.481 0.13
H -7.590 -0.859 25.397 0.11
H -8.333 0.327 24.465 0.12
O -8.254 -4.409 30.431 0.09
C -9.255 -4.603 29.772 -0.50
O -9.586 -3.858 28.743 0.01
C -10.892 -4.196 28.185 -0.12
C -11.317 -5.483 28.887 -0.14
C -10.354 -5.628 30.085 -0.05
H -10.784 -4.190 27.100 0.10
H -11.630 -3.422 28.396 0.12
H -11.209 -6.304 28.177 0.10
H -12.372 -5.432 29.158 0.11
H -9.897 -6.613 30.176 0.12
H -10.895 -5.353 30.991 0.13
O -8.721 -7.176 27.835 0.10
C -8.242 -6.943 26.716 -0.44
O -7.938 -7.846 25.795 0.06
C -7.713 -7.287 24.540 -0.15
C -7.272 -5.923 24.883 -0.19
C -8.081 -5.584 26.077 -0.08
H -8.646 -7.287 23.976 0.14
H -6.895 -7.775 24.011 0.13
H -7.475 -5.281 24.026 0.12
H -6.194 -5.876 25.044 0.10
H -9.059 -5.186 25.808 0.11
H -7.545 -4.886 26.719 0.13
O -1.505 -5.564 30.114 0.09
C -2.433 -5.135 30.803 -0.40
O -3.141 -5.925 31.711 0.00
C -4.289 -5.300 32.255 -0.11
C -4.494 -4.176 31.150 -0.15
C -3.113 -3.789 30.810 -0.12
H -3.957 -4.861 33.196 0.12
H -5.237 -5.807 32.435 0.13
H -4.963 -3.284 31.564 0.11
H -4.992 -4.539 30.251 0.10
H -2.616 -3.129 31.521 0.12
H -3.073 -3.315 29.829 0.10
O -5.151 1.451 24.557 0.00
C -5.735 2.127 25.384 -0.43
O -7.059 2.150 25.551 0.04
C -7.412 2.960 26.618 -0.18
C -6.292 3.950 26.632 -0.15
C -5.040 3.173 26.282 -0.04
H -7.577 2.371 27.520 0.11
H -8.358 3.477 26.452 0.14
H -6.253 4.315 27.659 0.13
H -6.573 4.755 25.953 0.13
H -4.518 2.643 27.078 0.10
H -4.360 3.835 25.744 0.12
O -5.541 1.705 29.465 0.04
C -6.204 0.622 29.561 -0.35
O -7.345 0.367 28.803 -0.01
C -7.814 -0.973 29.088 -0.15
C -6.733 -1.677 29.883 -0.17
C -5.925 -0.557 30.505 -0.06
H -8.073 -1.549 28.199 0.11
H -8.635 -0.812 29.786 0.13
H -6.214 -2.254 29.118 0.09
H -7.098 -2.324 30.681 0.10
H -4.840 -0.648 30.562 0.10
H -6.279 -0.386 31.522 0.14
O -2.575 -0.644 30.083 0.07
C -2.207 -0.400 28.927 -0.48
O -1.361 -1.195 28.301 0.05
C -1.094 -0.714 26.991 -0.15
C -1.767 0.647 26.895 -0.11
C -2.715 0.703 28.100 -0.06
H -1.445 -1.447 26.265 0.11
H -0.017 -0.545 26.953 0.11
H -2.249 0.805 25.930 0.11
H -0.904 1.303 27.004 0.11
H -3.766 0.511 27.882 0.12
H -2.605 1.689 28.551 0.14
O 2.049 -0.859 28.408 0.07
C 1.496 -0.979 29.498 -0.53
O 1.101 -2.139 29.923 0.04
C 0.423 -2.180 31.218 -0.07
C 0.393 -0.684 31.573 -0.14
C 1.168 0.098 30.498 -0.05
H 1.084 -2.700 31.912 0.13
H -0.589 -2.586 31.211 0.10
H 0.696 -0.490 32.602 0.12
H -0.656 -0.391 31.538 0.09
H 2.112 0.510 30.855 0.13
H 0.581 0.832 29.946 0.12
O -9.101 -6.692 21.283 0.09
C -8.840 -5.564 20.913 -0.49
O -7.600 -5.130 20.957 0.04
C -7.456 -3.811 20.406 -0.13
C -8.857 -3.341 19.951 -0.14
C -9.767 -4.442 20.427 -0.06
H -6.861 -3.800 19.492 0.13
H -7.129 -3.083 21.148 0.08
H -8.823 -3.050 18.902 0.12
H -9.212 -2.451 20.471 0.10
H -10.427 -4.891 19.685 0.13
H -10.279 -4.251 21.370 0.11
O 2.201 -5.860 24.597 0.05
C 1.248 -5.466 25.330 -0.43
O 1.464 -4.651 26.378 0.03
C 0.252 -4.196 27.019 -0.11
C -0.876 -4.650 26.086 -0.14
C -0.228 -5.807 25.257 -0.04
H 0.274 -3.110 27.114 0.10
H 0.110 -4.764 27.938 0.13
H -1.245 -3.847 25.448 0.09
H -1.695 -5.028 26.698 0.08
H -0.453 -5.764 24.192 0.11
H -0.420 -6.762 25.747 0.13
```

Values from the calculation:
* Kohn-Sham gap: 2.715 eV
* largest force on an atom: 5.3 eV/A
* calculated total energy: -4535.33267 Ha
* M: 1236.274 Da
* charge: +1
* LUMO level: -8.243 eV

No. 5
DFT (ωB97M-V/def2-TZVPD) results for one molecule with the formula C7H10 at a distorted geometry.

Structure (XYZ):
```
17
Properties=species:S:1:pos:R:3:lowdin_charge:R:1
C 0.296 1.731 -0.041 -0.17
C -0.660 2.238 0.769 -0.01
C -0.172 1.037 -2.273 0.05
C 0.099 0.655 -1.033 -0.34
C 0.432 -0.730 -0.526 -0.05
C -0.094 -1.200 0.590 -0.18
C 0.241 -2.437 1.286 -0.13
H 1.313 2.170 -0.038 0.11
H -0.657 3.171 1.394 0.06
H -1.736 1.892 0.717 0.07
H -0.039 1.920 -2.781 0.03
H -0.461 0.154 -3.018 0.11
H 1.125 -1.365 -0.957 0.09
H -0.708 -0.737 1.329 0.10
H 0.278 -2.365 2.433 0.10
H -0.452 -3.331 1.166 0.10
H 1.194 -2.805 0.982 0.05
```

Values from the calculation:
* Kohn-Sham gap: 10.065 eV
* largest force on an atom: 5.9 eV/A
* calculated total energy: -272.59958 Ha
* M: 94.157 Da
* LUMO level: 1.101 eV
* SMILES: C=CC(=C)/C=C/C

No. 6
DFT (ωB97M-V/def2-TZVPD) results for a 18-piece molecular cluster, C36H108O18 overall at a distorted geometry.

Structure (XYZ):
```
162
Properties=species:S:1:pos:R:3:lowdin_charge:R:1
C -0.010 19.075 -9.651 -0.10
C 0.450 20.169 -10.529 -0.35
O 0.114 21.317 -9.834 -0.09
H 0.315 19.142 -8.613 0.09
H 0.489 18.239 -10.141 0.08
H -1.090 18.963 -9.748 0.07
H 0.001 20.248 -11.519 0.12
H 1.538 20.117 -10.572 0.11
H -0.375 21.975 -10.334 0.09
C -3.186 22.675 -5.564 -0.06
C -2.982 21.568 -6.620 -0.27
O -2.008 20.605 -6.267 -0.09
H -4.202 22.624 -5.175 0.07
H -2.915 23.690 -5.852 0.07
H -2.470 22.532 -4.755 0.06
H -2.698 22.180 -7.477 0.11
H -3.883 21.009 -6.872 0.11
H -1.174 20.867 -6.662 0.10
C -1.314 11.514 -2.955 -0.06
C -2.696 11.103 -3.603 -0.26
O -2.464 11.118 -5.006 -0.10
H -1.342 12.600 -2.864 0.06
H -0.406 11.408 -3.548 0.07
H -1.148 11.153 -1.940 0.06
H -3.508 11.774 -3.325 0.10
H -3.094 10.184 -3.173 0.11
H -3.190 10.612 -5.377 0.07
C 5.804 15.144 -7.503 -0.06
C 5.830 14.466 -8.892 -0.32
O 5.810 13.084 -8.827 -0.07
H 6.175 16.168 -7.549 0.07
H 6.542 14.585 -6.928 0.06
H 4.907 15.018 -6.897 0.07
H 6.724 14.699 -9.471 0.11
H 5.064 14.911 -9.526 0.10
H 5.800 12.769 -9.734 0.11
C -4.214 9.168 -8.057 -0.07
C -2.844 8.681 -7.617 -0.33
O -2.920 8.223 -6.289 -0.08
H -4.146 9.780 -8.957 0.05
H -4.667 9.888 -7.376 0.06
H -4.878 8.315 -8.198 0.08
H -2.191 9.553 -7.557 0.10
H -2.432 7.990 -8.352 0.10
H -2.028 8.267 -5.938 0.01
C -5.379 16.021 -2.420 -0.08
C -4.699 17.296 -2.850 -0.34
O -3.970 17.155 -4.017 -0.07
H -6.089 16.049 -1.593 0.08
H -4.673 15.207 -2.259 0.08
H -6.027 15.682 -3.229 0.05
H -3.912 17.567 -2.146 0.11
H -5.441 18.090 -2.761 0.11
H -3.286 17.829 -3.992 0.03
C -2.241 11.325 -10.400 -0.09
C -2.520 12.172 -11.586 -0.33
O -3.918 12.136 -11.735 -0.08
H -2.343 10.302 -10.764 0.06
H -2.887 11.551 -9.552 0.08
H -1.206 11.498 -10.105 0.06
H -2.207 11.708 -12.521 0.11
H -2.131 13.184 -11.474 0.11
H -4.098 11.263 -12.092 0.08
C -0.613 20.715 -3.182 -0.07
C -1.025 19.291 -3.457 -0.34
O -2.266 19.337 -4.020 -0.09
H -1.473 21.305 -2.866 0.08
H -0.256 21.200 -4.091 0.07
H 0.065 20.750 -2.328 0.07
H -1.040 18.793 -2.488 0.10
H -0.352 18.739 -4.113 0.12
H -2.170 19.466 -4.967 0.05
C -5.831 17.218 -7.135 -0.08
C -7.258 17.400 -6.624 -0.34
O -7.939 18.518 -7.131 -0.06
H -5.284 18.141 -6.944 0.08
H -5.986 16.991 -8.190 0.07
H -5.192 16.444 -6.710 0.04
H -7.248 17.571 -5.548 0.11
H -7.819 16.470 -6.709 0.11
H -8.093 18.415 -8.073 0.08
C 1.168 9.870 -6.270 -0.06
C 0.651 8.414 -6.088 -0.22
O -0.513 8.532 -5.217 -0.11
H 1.604 10.133 -5.306 0.07
H 0.356 10.582 -6.412 0.06
H 1.877 9.788 -7.094 0.07
H 1.454 7.819 -5.654 0.12
H 0.226 8.050 -7.024 0.10
H -0.725 9.464 -5.125 0.04
C -0.672 8.005 -11.547 -0.10
C 0.335 8.775 -10.802 -0.30
O 1.514 7.954 -10.439 -0.09
H -1.353 8.705 -12.031 0.06
H -1.239 7.429 -10.815 0.08
H -0.256 7.404 -12.355 0.09
H -0.068 9.139 -9.857 0.09
H 0.622 9.670 -11.353 0.11
H 1.228 7.108 -10.085 0.07
C 1.585 12.811 -10.253 -0.04
C 1.930 11.621 -9.207 -0.32
O 2.752 10.684 -9.843 -0.08
H 0.885 13.509 -9.793 0.06
H 1.065 12.414 -11.125 0.06
H 2.566 13.263 -10.395 0.05
H 0.958 11.179 -8.991 0.07
H 2.325 11.908 -8.232 0.10
H 2.632 9.831 -9.420 0.06
C -5.911 13.345 -6.790 -0.04
C -5.613 14.012 -5.432 -0.30
O -4.209 14.166 -5.307 -0.11
H -6.974 13.157 -6.943 0.08
H -5.339 12.420 -6.855 0.06
H -5.534 14.040 -7.541 0.07
H -5.761 13.432 -4.522 0.11
H -6.132 14.963 -5.312 0.08
H -3.997 15.074 -5.076 0.06
C -0.591 14.988 -6.253 -0.07
C -1.110 13.543 -6.273 -0.30
O -2.191 13.475 -7.175 -0.09
H -1.426 15.688 -6.226 0.05
H -0.061 15.189 -7.184 0.07
H 0.019 15.223 -5.380 0.07
H -1.382 13.294 -5.247 0.09
H -0.317 12.864 -6.587 0.10
H -2.930 13.570 -6.570 0.03
C 4.664 11.986 -4.955 -0.07
C 5.784 11.439 -5.887 -0.32
O 5.215 10.986 -7.093 -0.08
H 3.948 11.175 -4.823 0.05
H 4.127 12.752 -5.513 0.06
H 4.952 12.432 -4.003 0.07
H 6.397 10.713 -5.353 0.10
H 6.518 12.228 -6.050 0.09
H 5.419 11.638 -7.767 0.03
C -2.558 17.268 -8.154 -0.10
C -3.023 16.488 -9.383 -0.28
O -2.340 15.247 -9.505 -0.08
H -3.052 16.849 -7.277 0.05
H -2.770 18.336 -8.203 0.06
H -1.481 17.312 -7.993 0.06
H -2.673 16.995 -10.282 0.10
H -4.110 16.426 -9.415 0.09
H -2.530 14.631 -8.794 0.04
C 2.543 18.508 -2.420 -0.07
C 1.656 18.091 -1.186 -0.30
O 1.797 19.205 -0.340 -0.09
H 2.719 17.597 -2.992 0.06
H 3.521 18.873 -2.109 0.07
H 2.055 19.286 -3.008 0.05
H 2.068 17.209 -0.696 0.10
H 0.627 17.919 -1.501 0.08
H 2.124 18.805 0.469 0.08
C 1.220 14.383 0.976 -0.10
C 1.303 13.609 -0.281 -0.34
O 0.764 12.313 -0.194 -0.08
H 1.654 13.828 1.808 0.08
H 0.235 14.673 1.340 0.08
H 1.932 15.208 0.982 0.06
H 2.345 13.505 -0.586 0.12
H 0.749 14.099 -1.082 0.11
H 0.013 12.259 0.400 0.08
```

Values from the calculation:
* Kohn-Sham gap: 9.961 eV
* largest force on an atom: 2.9 eV/A
* calculated total energy: -2790.40719 Ha
* M: 829.242 Da
* LUMO level: 0.312 eV

No. 7
DFT (ωB97M-V/def2-TZVPD) results for C6H20N3PdS as an isolated structure at a distorted geometry.

Structure (XYZ):
```
31
Properties=species:S:1:pos:R:3:mulliken_spin:R:1
C 0.723 0.676 -3.827 0.21
Pd -0.359 -0.571 -2.603 1.17
N -0.414 -2.175 -0.597 0.27
H 0.285 -1.066 -4.028 0.12
H 0.538 -2.168 -0.236 -0.02
H -1.287 -1.903 -2.321 0.47
H 1.212 0.220 -4.724 -0.01
H 1.504 1.118 -3.188 0.02
H 0.034 1.479 -4.148 0.01
H -1.051 -1.715 0.069 -0.04
H -0.698 -3.130 -0.786 -0.02
C 2.232 0.712 0.015 0.01
N 1.146 0.444 0.958 0.12
C 1.538 -0.117 2.245 -0.01
C -0.127 0.681 0.571 0.58
S -0.413 1.319 -0.988 0.94
N -1.216 0.355 1.350 0.10
C -1.222 0.355 2.816 0.04
C -2.547 0.689 0.795 0.00
H 3.150 0.342 0.471 0.01
H 2.344 1.781 -0.194 0.00
H 2.078 0.185 -0.937 0.00
H 1.362 0.583 3.072 0.01
H 1.045 -1.080 2.428 0.01
H 2.613 -0.304 2.202 0.00
H -1.084 1.355 3.256 -0.01
H -2.214 -0.005 3.115 0.01
H -0.493 -0.338 3.244 0.01
H -2.716 1.776 0.720 -0.01
H -2.657 0.246 -0.203 0.01
H -3.307 0.254 1.454 0.01
```

Values from the calculation:
* Kohn-Sham gap (alpha / beta): 5.479 / 5.472 eV
* largest force on an atom: 2.4 eV/A
* calculated total energy: -930.36480 Ha
* 2S+1: 5
* M: 272.734 Da
* charge: +1
* ⟨S²⟩: 6.0142
* LUMO level (alpha / beta): -2.831 / -6.763 eV